{
  "formula": "C30H22F5N5OPt",
  "method": "the ωB97M-V functional and the def2-TZVPD basis",
  "species": ["Pt", "C", "C", "N", "C", "C", "C", "C", "C", "C", "C", "N", "C", "C", "C", "C", "C", "C", "C", "C", "N", "C", "H", "H", "H", "H", "H", "H", "H", "H", "H", "H", "H", "H", "O", "N", "C", "C", "C", "C", "C", "H", "H", "H", "H", "H", "F", "C", "F", "H", "F", "C", "F", "F", "C", "C", "C", "N", "C", "C", "H", "H", "H", "H"],
  "positions_angstrom": [[-0.3091, 1.0700, -0.0348], [-0.2430, 0.8053, 4.3361], [-0.5962, 0.6922, 3.0057], [0.3186, 0.6867, 2.0306], [1.6268, 0.8073, 2.2935], [2.0716, 0.8615, 3.6455], [1.0988, 0.8651, 4.6656], [3.4493, 0.8842, 3.9162], [4.3584, 0.8354, 2.8725], [3.9451, 0.8241, 1.5602], [2.5695, 0.8323, 1.2012], [2.0381, 0.8542, -0.0310], [2.5585, 0.8584, -1.2707], [3.9328, 0.8557, -1.6344], [4.3398, 0.8903, -2.9480], [3.4241, 0.9567, -3.9855], [2.0486, 0.9238, -3.7091], [1.0695, 0.9263, -4.7246], [-0.2710, 0.8348, -4.3885], [-0.6197, 0.7121, -3.0586], [0.3011, 0.7246, -2.0834], [1.6115, 0.8528, -2.3557], [-1.0094, 0.8256, 5.0944], [-1.6269, 0.6028, 2.6976], [1.4122, 0.8865, 5.6966], [3.7846, 0.9419, 4.9385], [5.4171, 0.8092, 3.0870], [4.7084, 0.8239, 0.8072], [4.6992, 0.8378, -0.8852], [5.3967, 0.8658, -3.1690], [3.7550, 1.0356, -5.0077], [1.3753, 0.9676, -5.7569], [-1.0379, 0.8384, -5.1459], [-1.6498, 0.5829, -2.7502], [-2.5439, 0.6549, 0.6821], [-3.7797, 0.7476, 0.3233], [-4.4370, 1.9175, 0.4426], [-5.7852, 2.0063, 0.1829], [-6.4877, 0.8762, -0.2154], [-5.7837, -0.3090, -0.3808], [-4.4357, -0.3466, -0.1131], [-3.8419, 2.7532, 0.7786], [-6.2793, 2.9566, 0.3057], [-7.5512, 0.9152, -0.3841], [-6.2766, -1.2108, -0.7058], [-3.8422, -1.2425, -0.2020], [0.4302, 3.6293, -1.1081], [-0.2607, 3.2329, 0.0051], [0.5329, 3.5661, 1.0689], [-1.1656, 3.8609, 0.0651], [-1.3855, -6.2334, 0.1598], [-0.1425, -5.7284, 0.1459], [0.4465, -6.1351, 1.2803], [0.5049, -6.3143, -0.8637], [-0.1563, -4.2241, 0.0401], [-0.8712, -3.4782, 0.9728], [-0.8745, -2.1008, 0.8450], [-0.2245, -1.4532, -0.1180], [0.4694, -2.1754, -0.9931], [0.5334, -3.5576, -0.9648], [-1.4103, -3.9620, 1.7714], [-1.4267, -1.4859, 1.5386], [1.0003, -1.6339, -1.7614], [1.0985, -4.0972, -1.7066]],
  "atomic_forces_ev_per_a": [[0.35, 0.37, -0.60], [0.71, 0.02, 0.57], [0.46, -0.01, -0.72], [-0.91, 0.01, 0.02], [0.51, -0.09, 0.49], [-0.33, -0.07, -0.27], [-0.49, -0.07, -0.45], [0.63, 0.00, -0.38], [-0.28, 0.03, 1.15], [-0.92, -0.01, -0.86], [1.02, -0.02, 0.65], [-1.06, 0.28, -0.27], [-0.51, 0.01, -0.91], [0.82, 0.00, -0.31], [0.33, -0.01, 0.69], [-0.33, 0.03, 0.12], [-0.35, -0.07, 0.05], [0.54, 0.06, -0.24], [-0.70, -0.14, 0.97], [-1.15, -0.05, -1.68], [0.49, 0.05, 1.60], [1.07, -0.02, 0.20], [-0.05, -0.04, 0.06], [-0.06, 0.03, -0.11], [0.07, 0.10, 0.15], [0.06, -0.04, 0.15], [0.03, 0.07, 0.02], [-0.02, -0.02, -0.01], [0.04, -0.02, -0.04], [0.06, 0.07, 0.02], [0.03, -0.05, -0.17], [0.08, 0.06, -0.11], [-0.11, -0.03, -0.02], [-0.03, 0.04, -0.01], [1.01, -0.21, 0.39], [-1.04, 0.13, -0.34], [0.01, 0.25, 0.06], [-0.16, -0.25, -0.10], [0.26, 0.02, 0.04], [-0.15, 0.26, 0.02], [0.01, -0.20, -0.03], [0.09, -0.08, 0.01], [-0.01, 0.08, 0.03], [-0.09, 0.03, -0.08], [-0.01, -0.09, -0.02], [0.14, 0.04, 0.04], [-0.16, 0.01, -0.07], [0.24, -0.15, -0.12], [-0.01, 0.13, 0.30], [0.14, -0.34, -0.01], [-0.18, 0.20, -0.01], [0.00, -0.48, 0.08], [0.08, 0.20, 0.13], [0.11, 0.18, -0.18], [0.03, 0.33, -0.09], [0.19, -0.13, -0.26], [-0.11, -0.23, 0.16], [-0.10, -0.05, 0.02], [0.11, 0.09, -0.17], [-0.26, -0.27, 0.39], [-0.08, -0.02, 0.09], [-0.09, 0.03, 0.07], [0.00, 0.12, -0.06], [0.07, -0.03, -0.07]],
  "charge": 1,
  "multiplicity": 6,
  "energy_ev": -57787.85770,
  "s2": 8.85,
  "de_lowest_kcal_mol": 11.5
}